No. 1
The following is a quantum chemistry calculation of C50H49BF2N8O2P2Sn as an isolated structure in a non-equilibrium geometry, from the Open Molecules 2025 dataset.

For the calculated total energy, the calculation gives -3644.6300 Ha. The value obtained for the gap between HOMO and LUMO is 7.532 eV.

```
! RIJCOSX wB97M-V def2-TZVPD def2/J DEFGRID3
* xyz 2 1
Sn -1.054 -0.874 0.583
C 2.980 2.988 -1.926
N 2.269 2.519 -0.770
C 1.343 1.527 -0.718
N 0.891 1.363 0.512
C 1.555 2.270 1.282
C 2.417 3.006 0.493
C 3.350 4.080 0.838
C 2.875 5.319 1.256
C 3.762 6.322 1.596
C 5.125 6.100 1.511
C 5.603 4.875 1.077
C 4.722 3.865 0.741
C 1.492 2.292 2.748
C 1.978 1.194 3.459
C 2.043 1.240 4.839
C 1.634 2.374 5.524
C 1.138 3.465 4.828
C 1.070 3.429 3.446
P 0.966 0.592 -2.224
C -0.833 0.715 -2.220
N -1.704 0.343 -1.295
C -2.949 0.535 -1.818
C -2.816 1.072 -3.088
N -1.476 1.169 -3.317
C -0.858 1.708 -4.495
C -3.830 1.602 -3.998
C -3.885 1.234 -5.341
C -4.839 1.793 -6.173
C -5.729 2.733 -5.680
C -5.680 3.100 -4.345
C -4.741 2.535 -3.505
C -4.167 0.095 -1.157
C -4.283 0.089 0.229
C -5.418 -0.407 0.841
C -6.456 -0.903 0.071
C -6.356 -0.893 -1.311
C -5.224 -0.394 -1.924
C 1.221 -1.092 -1.610
N 0.836 -1.707 -0.501
C 1.414 -2.949 -0.501
C 2.161 -3.071 -1.662
N 2.027 -1.896 -2.333
C 2.601 -1.583 -3.612
C 2.958 -4.161 -2.236
C 4.346 -4.049 -2.286
C 5.099 -5.050 -2.872
C 4.473 -6.153 -3.431
C 3.092 -6.259 -3.394
C 2.332 -5.269 -2.797
C 1.294 -3.928 0.575
C 2.214 -4.978 0.657
C 2.116 -5.929 1.653
C 1.099 -5.858 2.590
C 0.184 -4.822 2.524
C 0.285 -3.865 1.534
H 2.445 2.701 -2.831
H 3.983 2.561 -1.956
H 3.065 4.074 -1.889
H 1.810 5.504 1.285
H 3.383 7.279 1.924
H 5.813 6.887 1.775
H 6.666 4.704 1.004
H 5.099 2.907 0.414
H 2.299 0.315 2.922
H 2.433 0.393 5.380
H 1.709 2.418 6.599
H 0.821 4.352 5.357
H 0.702 4.289 2.905
H -1.550 2.402 -4.969
H -0.617 0.917 -5.208
H 0.058 2.237 -4.227
H -3.202 0.494 -5.733
H -4.885 1.496 -7.209
H -6.456 3.183 -6.336
H -6.370 3.832 -3.957
H -4.694 2.821 -2.465
H -3.482 0.502 0.839
H -5.483 -0.412 1.918
H -7.339 -1.301 0.545
H -7.158 -1.291 -1.911
H -5.144 -0.403 -3.000
H 2.943 -2.502 -4.083
H 3.452 -0.907 -3.500
H 1.850 -1.117 -4.251
H 4.829 -3.182 -1.858
H 6.175 -4.965 -2.895
H 5.062 -6.926 -3.901
H 2.604 -7.114 -3.836
H 1.255 -5.340 -2.770
H 3.012 -5.055 -0.063
H 2.832 -6.735 1.690
H 1.017 -6.609 3.358
H -0.631 -4.765 3.227
H -0.459 -3.076 1.504
F -2.714 -3.755 -0.655
B -2.042 -2.647 -0.869
F -1.743 -2.514 -2.167
N -1.463 1.942 2.732
C -2.092 1.545 4.002
P -1.719 -0.302 4.073
O -0.226 -0.453 4.006
O -2.553 -0.950 3.042
C -2.052 -0.873 5.844
N -0.755 -1.457 6.234
H -1.881 2.772 2.304
H -1.528 1.133 2.076
H -0.426 2.097 2.870
H -3.170 1.696 3.955
H -1.673 2.123 4.824
H -2.855 -1.607 5.858
H -2.316 -0.040 6.493
H -0.754 -2.475 6.138
H -0.423 -1.199 7.166
H -0.124 -1.060 5.409
*
```

Here are the Mulliken charges for atoms 1 to 8, given in e:
1 Sn 0.95
2 C -0.97
3 N 0.64
4 C -0.93
5 N 0.78
6 C -0.05
7 C 0.51
8 C -0.05

No. 2
The following is a quantum chemistry calculation of C50H50Ge2IrN4O4P2 as an isolated structure, from the Open Molecules 2025 dataset.

For the calculated total energy, the calculation gives -7395.2283 Ha. The value obtained for the gap between HOMO and LUMO (alpha / beta) is 5.625 / 5.626 eV.

```
! RIJCOSX wB97M-V def2-TZVPD def2/J DEFGRID3
* xyz 3 1
Ir -1.416 -0.137 -0.899
C -1.741 3.464 -0.518
N -0.327 2.960 -0.705
P -0.394 1.580 -1.869
C -1.120 2.485 -3.253
C -0.602 3.732 -3.628
C -1.151 4.426 -4.690
C -2.235 3.893 -5.382
C -2.773 2.677 -4.997
C -2.220 1.977 -3.932
C 1.323 1.228 -2.357
C 1.935 1.781 -3.482
C 3.224 1.406 -3.836
C 3.912 0.471 -3.078
C 3.303 -0.105 -1.969
C 2.013 0.260 -1.621
P 0.528 2.895 0.675
C 0.295 4.394 1.593
C 0.285 5.570 0.830
C 0.210 6.798 1.461
C 0.156 6.867 2.847
C 0.198 5.708 3.608
C 0.276 4.472 2.987
C 2.249 2.634 0.416
C 3.010 1.925 1.347
C 4.388 1.879 1.210
C 5.000 2.546 0.158
C 4.243 3.270 -0.755
C 2.867 3.328 -0.627
H -2.065 3.921 -1.446
H -1.779 4.209 0.270
H -2.405 2.632 -0.274
H 0.221 4.170 -3.076
H -0.742 5.385 -4.979
H -2.666 4.440 -6.210
H -3.638 2.282 -5.513
H -2.664 1.046 -3.612
H 1.412 2.487 -4.109
H 3.686 1.842 -4.712
H 4.916 0.179 -3.359
H 3.835 -0.843 -1.381
H 1.525 -0.213 -0.775
H 0.326 5.527 -0.252
H 0.193 7.703 0.870
H 0.089 7.830 3.335
H 0.177 5.766 4.687
H 0.351 3.596 3.611
H 2.548 1.411 2.179
H 4.985 1.334 1.928
H 6.076 2.512 0.054
H 4.729 3.798 -1.565
H 2.281 3.899 -1.335
O -0.068 1.570 1.476
C -0.001 1.148 2.747
C 0.479 -0.057 3.134
C 0.678 -0.205 4.567
C 1.389 -1.246 5.016
C 1.983 -2.192 4.128
C 1.732 -2.143 2.795
C 0.852 -1.167 2.250
O 0.334 -1.281 1.086
N 1.584 -1.426 6.473
O 2.034 -2.493 6.818
O 1.259 -0.505 7.183
H -0.383 1.837 3.491
H 0.311 0.542 5.260
H 2.608 -2.968 4.551
H 2.136 -2.894 2.129
N -2.602 -1.515 -4.566
C -1.255 -1.446 -4.823
C -0.669 -1.125 -3.644
N -1.651 -1.008 -2.672
C -2.809 -1.234 -3.274
H -3.323 -1.740 -5.235
H -0.842 -1.636 -5.797
H 0.374 -0.993 -3.421
H -3.776 -1.212 -2.806
C -0.629 -6.315 -0.252
Ge 0.293 -4.733 -0.892
C 2.211 -4.613 -0.605
C -0.221 -4.339 -2.717
Ge -0.638 -3.025 0.639
C -0.810 -3.670 2.453
C -1.686 -3.077 3.369
C -1.735 -3.508 4.687
C -0.920 -4.552 5.107
C -0.060 -5.167 4.207
C -0.006 -4.725 2.894
C -2.326 -2.137 0.185
C -3.264 -2.900 -0.555
C -4.571 -2.496 -0.673
C -4.994 -1.280 -0.106
C -4.112 -0.507 0.608
C -2.775 -0.937 0.766
H -0.276 -7.166 -0.839
H -1.701 -6.218 -0.421
H -0.453 -6.529 0.798
H 2.738 -5.253 -1.314
H 2.491 -4.932 0.399
H 2.538 -3.586 -0.769
H -0.160 -5.270 -3.284
H 0.455 -3.620 -3.171
H -1.245 -3.971 -2.783
H -2.349 -2.279 3.056
H -2.416 -3.042 5.388
H -0.962 -4.894 6.133
H 0.564 -5.990 4.531
H 0.694 -5.199 2.213
H -2.960 -3.845 -0.994
H -5.287 -3.119 -1.194
H -6.025 -0.969 -0.209
H -4.445 0.405 1.085
H -2.159 -0.452 1.528
*
```

Here are the Mulliken charges for atoms 1 to 8, given in e:
1 Ir 1.32
2 C -1.21
3 N 1.36
4 P 0.67
5 C 0.40
6 C -0.44
7 C -0.72
8 C -0.78

- Among the records above, which one has the highest calculated total energy?
  C50H49BF2N8O2P2Sn

- Among the records above, which one has the highest calculated total energy?
  C50H49BF2N8O2P2Sn